Entry from OMol25: C7H17N in the gas phase in a non-equilibrium geometry (the ωB97M-V functional and the def2-TZVPD basis).

Positions of all 25 atoms, in Å:
N1 -0.39916 -0.81834 -1.67219
C1 -0.03394 0.93689 0.06034
C2 1.57504 1.07883 1.98479
C3 -0.87034 1.61481 2.33944
C4 0.13471 0.74672 1.55157
C5 0.57235 -0.14273 -0.81063
C6 -1.28347 -1.67125 -0.88450
C7 0.27410 -1.59366 -2.70698
H1 0.33867 -2.66894 -2.59828
H2 1.34542 0.26470 -1.47143
H3 0.24510 1.96372 -0.24141
H4 -1.08089 1.12518 -0.23098
H5 -1.91101 1.50368 2.02806
H6 -0.13278 -0.27019 1.84836
H7 -0.18749 -1.32729 -3.67470
H8 2.05638 1.82598 1.35114
H9 1.59389 1.49958 2.99076
H10 -1.73213 -1.04044 -0.11362
H11 -2.11993 -2.00379 -1.49856
H12 -0.65564 2.66961 2.13569
H13 -0.74779 -2.51004 -0.42391
H14 1.27450 -0.76998 -0.21716
H15 -0.84018 1.31086 3.38444
H16 1.29365 -1.26838 -2.95085
H17 2.19361 0.18170 1.93929

HOMO level in eV: -8.571
Net charge: 0
SMILES: CC(C)CCN(C)C
Maximum force in eV/Å: 2.16
Spin multiplicity: 1
E_LUMO in eV: 1.1
Gap between HOMO and LUMO in eV: 9.6884
ΔE to the lowest compared entry with this formula, charge and spin in eV: 1.4123